Here is a 4-piece molecular cluster, C18H42N3O3P overall from the Open Molecules 2025 dataset. Energies are from ωB97M-V with the def2-TZVPD basis set.

As for the spin multiplicity: 1. The value obtained for the orbital gap is 0.3260 Eh. The LUMO energy is 0.60 eV. As for the total energy: -1442.20632 a.u.

```
67
Properties=species:S:1:pos:R:3:forces:R:3:mulliken_charge:R:1
P -1.186 -3.439 1.923 0.189 0.236 -0.091 0.168
C -0.990 -1.806 2.873 -0.039 -0.040 -0.084 0.253
C -2.040 -0.896 2.949 0.189 -0.066 0.066 -0.334
C -1.897 0.296 3.650 -0.143 -0.135 -0.086 -0.559
C -0.695 0.590 4.280 0.010 0.000 -0.027 -0.488
C 0.361 -0.312 4.204 -0.025 0.003 -0.009 -0.560
C 0.214 -1.504 3.499 -0.060 0.137 0.062 -0.328
H 0.222 -3.455 1.688 -0.032 -0.051 0.062 -0.074
H -2.179 -2.823 1.097 -0.047 -0.048 0.072 0.003
H -1.618 -4.137 3.074 -0.030 -0.024 -0.010 0.068
H -1.317 -4.658 1.120 -0.019 -0.074 0.002 0.047
H -2.979 -1.115 2.443 0.035 0.018 0.022 0.222
H -2.727 0.992 3.687 0.122 0.089 0.055 0.375
H -0.585 1.531 4.807 0.019 -0.069 -0.040 0.381
H 1.309 -0.089 4.681 -0.054 0.036 0.002 0.383
H 1.057 -2.188 3.433 -0.064 -0.025 -0.051 0.358
C -1.618 2.778 0.775 -0.039 -0.158 -0.056 -1.175
C -2.654 3.558 1.573 0.146 0.020 0.009 0.463
C -3.125 4.836 0.868 -0.130 -0.020 0.010 -0.882
O -2.189 5.897 0.885 0.063 -0.032 -0.039 -0.407
C -1.214 5.861 -0.138 -0.010 0.079 0.042 -0.565
N -2.142 3.814 2.922 -0.114 0.135 -0.012 -0.544
H -0.633 3.245 0.827 -0.021 0.057 0.052 0.160
H -1.515 1.767 1.172 0.019 0.033 0.062 0.197
H -1.906 2.703 -0.276 0.036 0.010 -0.008 0.364
H -3.541 2.922 1.675 -0.033 0.018 -0.019 0.328
H -4.008 5.215 1.390 0.035 0.039 0.022 0.380
H -3.421 4.617 -0.167 0.010 -0.048 0.005 0.393
H -1.629 5.459 -1.068 0.013 -0.029 -0.006 0.203
H -0.342 5.266 0.147 -0.008 -0.034 -0.045 0.226
H -0.886 6.886 -0.312 -0.014 0.003 0.008 0.320
H -2.874 4.234 3.487 -0.004 -0.054 0.014 0.272
H -1.428 4.533 2.851 0.053 -0.060 0.013 0.272
C 2.252 -6.153 1.218 -0.042 -0.027 0.003 -1.396
C 2.517 -4.881 0.423 0.004 -0.023 0.117 0.519
C 3.408 -5.086 -0.808 -0.053 0.074 -0.058 -0.895
O 4.782 -5.250 -0.518 0.011 -0.059 0.025 -0.375
C 5.184 -6.567 -0.196 0.060 0.056 -0.007 -0.637
N 3.032 -3.850 1.329 0.044 0.036 -0.125 -0.581
H 3.121 -6.446 1.809 0.021 0.013 -0.016 0.317
H 1.427 -5.993 1.913 0.015 0.026 0.012 0.291
H 1.987 -6.984 0.561 0.008 0.002 0.000 0.368
H 1.552 -4.526 0.045 0.008 -0.007 -0.067 0.325
H 3.347 -4.188 -1.428 0.036 0.008 0.016 0.369
H 3.047 -5.928 -1.413 -0.025 -0.016 0.037 0.429
H 4.625 -7.305 -0.779 -0.013 -0.015 0.009 0.299
H 5.062 -6.785 0.868 -0.037 -0.042 -0.014 0.226
H 6.241 -6.654 -0.444 -0.004 0.012 -0.004 0.257
H 3.094 -2.964 0.837 -0.060 0.010 0.031 0.283
H 3.992 -4.086 1.561 -0.027 -0.020 0.056 0.261
C 0.399 2.552 -5.548 0.024 0.030 -0.036 -1.415
C -1.071 2.489 -5.150 0.070 -0.074 -0.004 0.308
C -1.399 3.236 -3.850 -0.134 0.014 -0.015 -0.682
O -1.000 2.569 -2.667 0.107 0.111 -0.003 -0.292
C 0.353 2.761 -2.296 -0.078 -0.127 0.047 -0.680
N -1.500 1.089 -5.120 -0.066 0.069 0.102 -0.738
H 1.010 1.891 -4.933 -0.015 0.001 0.025 0.281
H 0.518 2.231 -6.583 -0.017 -0.029 0.010 0.349
H 0.793 3.566 -5.456 -0.001 -0.004 0.010 0.344
H -1.646 2.987 -5.937 -0.020 0.037 0.020 0.407
H -2.486 3.330 -3.777 0.005 -0.027 0.029 0.331
H -0.981 4.252 -3.868 0.038 -0.012 -0.036 0.408
H 0.700 3.766 -2.556 0.011 0.002 -0.028 0.310
H 1.004 2.021 -2.766 0.066 0.071 -0.021 0.244
H 0.418 2.636 -1.216 -0.026 -0.006 0.000 0.248
H -2.504 1.041 -4.980 0.005 -0.008 -0.067 0.279
H -1.099 0.653 -4.295 0.033 -0.023 -0.040 0.320
```
Positions in Å, forces in eV/Å.